A.
{"formula": "H10O5", "method": "the ωB97M-V functional and the def2-TZVPD basis", "symbols": ["O", "H", "H", "O", "H", "H", "O", "H", "H", "O", "H", "H", "O", "H", "H"], "xyz": [[0.03045, -0.77004, -0.46220], [-0.08749, -0.30175, 0.47508], [-0.81541, -0.56233, -0.91021], [1.25794, -3.31971, -0.90346], [0.67486, -2.49630, -0.83470], [0.25591, -3.63073, -0.90714], [1.33382, 1.34369, -1.85454], [2.03899, 1.69817, -1.25129], [1.16227, 0.43310, -1.59241], [-2.27194, 1.60929, 0.57468], [-1.66312, 0.98026, 0.99955], [-3.10359, 0.97940, 0.45871], [0.05930, 1.17434, 1.91268], [0.30488, 2.14210, 1.98001], [0.82314, 0.72051, 2.31525]], "multiplicity": 1, "homo_lumo_gap_ev": 10.86}

B.
{"formula": "H10O5", "method": "the ωB97M-V functional and the def2-TZVPD basis", "symbols": ["O", "H", "H", "O", "H", "H", "O", "H", "H", "O", "H", "H", "O", "H", "H"], "xyz": [[-5.94686, 20.77124, -19.52433], [-6.14344, 19.83650, -19.62700], [-6.81253, 21.19665, -19.46005], [-8.69783, 21.82430, -19.15138], [-9.24738, 21.82573, -18.34658], [-8.67792, 22.73980, -19.44843], [-7.65227, 21.00918, -15.17359], [-8.43676, 21.46888, -15.50037], [-7.51848, 20.27893, -15.78378], [-10.53419, 20.23102, -20.93074], [-10.03519, 20.25738, -21.75139], [-10.02727, 20.78148, -20.31955], [-10.01894, 21.88960, -16.64990], [-10.47305, 22.73379, -16.54660], [-10.63644, 21.23213, -16.30820]], "multiplicity": 1, "homo_lumo_gap_ev": 10.88}

C.
{"formula": "H10O5", "method": "the ωB97M-V functional and the def2-TZVPD basis", "symbols": ["H", "H", "H", "H", "H", "H", "H", "H", "H", "H", "O", "O", "O", "O", "O"], "xyz": [[-0.44531, -2.16442, 1.13282], [0.57190, -1.16575, 0.43063], [-2.36332, 1.84304, 0.38120], [-2.88387, 1.49504, 1.80432], [-4.78863, -0.82531, -1.55019], [-3.57271, -1.65036, -1.23192], [1.23285, 1.08630, -1.27521], [1.75391, 1.77540, -0.10992], [4.90919, 0.47252, -0.60645], [5.84850, -0.32354, 0.25069], [0.22910, -1.44098, 1.27650], [-3.06926, 1.32741, 0.89928], [-4.04906, -0.93593, -0.82711], [1.71381, 0.82885, -0.51378], [4.91290, -0.32227, -0.06085]], "multiplicity": 1, "homo_lumo_gap_ev": 11.20}

Stability check: which of them is least stable? A.